{"formula": "C29H46O22", "method": "ωB97M-V/def2-TZVPD", "molar_mass_g_mol": 746.665, "smiles": "C[C@H]1COC(=O)O1.C[C@H]1COC(=O)O1.C[C@H]1COC(=O)O1.C[C@H]1COC(=O)O1.C[C@H]1COC(=O)O1.C[C@H]1COC(=O)O1.C[C@H]1COC(=O)O1.CO", "orbital_gap_ev": 10.3, "e_tot_ha": -2787.88410, "relative_energy_kj_mol": 99.3, "fmax_ev_per_a": 6.30, "spin_multiplicity": 1, "species": ["C", "C", "C", "O", "C", "O", "O", "H", "H", "H", "H", "H", "H", "C", "C", "C", "O", "C", "O", "O", "H", "H", "H", "H", "H", "H", "C", "C", "C", "O", "C", "O", "O", "H", "H", "H", "H", "H", "H", "C", "C", "C", "O", "C", "O", "O", "H", "H", "H", "H", "H", "H", "C", "C", "C", "O", "C", "O", "O", "H", "H", "H", "H", "H", "H", "C", "C", "C", "O", "C", "O", "O", "H", "H", "H", "H", "H", "H", "C", "C", "C", "O", "C", "O", "O", "H", "H", "H", "H", "H", "H", "C", "O", "H", "H", "H", "H"], "xyz": [[-4.2314, -5.5007, -3.6195], [-5.7770, -5.3272, -3.7739], [-6.3611, -4.0434, -3.2132], [-6.9149, -3.4093, -4.2954], [-6.6458, -4.0816, -5.3808], [-6.9900, -3.7496, -6.5226], [-5.9683, -5.1275, -5.1177], [-3.9626, -6.5152, -3.9139], [-3.9556, -5.4030, -2.5695], [-3.6676, -4.7285, -4.1429], [-6.3284, -6.1787, -3.3750], [-5.6562, -3.3578, -2.7428], [-7.1430, -4.2655, -2.4869], [-7.6401, -1.7898, 4.7712], [-8.6337, -1.8397, 3.6165], [-9.9636, -1.1754, 4.0690], [-10.0801, -0.1287, 3.0851], [-9.0296, -0.1170, 2.2033], [-8.8533, 0.6470, 1.2195], [-8.1734, -1.0483, 2.5712], [-6.7052, -2.3010, 4.5416], [-8.0852, -2.3514, 5.5926], [-7.4243, -0.7877, 5.1415], [-8.8485, -2.8388, 3.2374], [-9.8512, -0.7665, 5.0731], [-10.8286, -1.8385, 4.0540], [6.6226, 1.6376, 1.3918], [7.7530, 0.6521, 1.7915], [8.2919, 0.6468, 3.2041], [7.9860, -0.6711, 3.7270], [7.2172, -1.3295, 2.8856], [6.7319, -2.3979, 3.1394], [7.2455, -0.7171, 1.6846], [5.7765, 1.6315, 2.0790], [6.3385, 1.3323, 0.3847], [7.0986, 2.6180, 1.3744], [8.5722, 0.8868, 1.1119], [7.8109, 1.3781, 3.8537], [9.3487, 0.9128, 3.1851], [-1.5125, 1.0999, -5.6220], [-0.2936, 1.7114, -6.2544], [0.6212, 2.5273, -5.3294], [1.9065, 2.0678, -5.6858], [1.8561, 0.9811, -6.4106], [2.7823, 0.2900, -6.6946], [0.5541, 0.7182, -6.7039], [-1.9890, 0.4935, -6.3923], [-2.1891, 1.8668, -5.2448], [-1.2568, 0.3863, -4.8389], [-0.6011, 2.3661, -7.0699], [0.4278, 2.2844, -4.2846], [0.4802, 3.6070, -5.3798], [-3.6700, 5.0062, -0.0708], [-4.2402, 6.1989, -0.9633], [-4.8424, 7.3689, -0.1983], [-4.1954, 8.4596, -0.7662], [-3.0868, 8.1031, -1.4148], [-2.2089, 8.8993, -1.7089], [-3.1390, 6.7703, -1.5884], [-2.7088, 5.1834, 0.4115], [-3.4518, 4.1935, -0.7637], [-4.3625, 4.7282, 0.7237], [-4.9435, 5.9095, -1.7441], [-4.5547, 7.2274, 0.8434], [-5.9224, 7.4480, -0.3228], [6.0750, -5.0661, -3.9859], [7.4190, -4.9511, -4.7660], [8.1928, -3.6482, -4.6086], [9.5283, -4.1173, -4.4119], [9.5005, -5.4092, -4.0796], [10.4208, -6.1206, -3.7062], [8.2882, -5.9385, -4.3327], [6.1696, -4.9858, -2.9029], [5.4642, -5.9190, -4.2818], [5.5047, -4.1732, -4.2421], [7.2663, -5.1439, -5.8279], [7.8395, -3.0220, -3.7893], [8.1738, -3.1882, -5.5966], [3.4700, 4.4296, 8.8432], [3.6963, 3.2826, 7.8273], [4.1554, 2.0093, 8.5123], [3.2074, 0.9982, 8.0404], [2.1953, 1.6030, 7.4570], [1.2261, 1.0435, 6.9802], [2.3802, 2.9215, 7.5070], [2.7788, 4.1542, 9.6398], [3.0957, 5.2363, 8.2129], [4.3782, 4.8018, 9.3173], [4.1580, 3.5130, 6.8671], [4.0054, 2.1338, 9.5847], [5.1880, 1.7251, 8.3096], [-0.2083, -1.8125, 0.5379], [-1.2709, -2.1372, 1.3631], [-0.0372, -2.5086, -0.2832], [-0.3949, -0.8366, 0.0896], [0.6612, -1.6055, 1.1617], [-1.0622, -1.7210, 2.2026]], "atomic_forces_ev_per_a": [[-1.049, -0.248, 1.138], [2.456, 0.259, 1.548], [0.262, -0.128, 2.448], [-1.290, 1.861, -0.145], [-2.246, 2.460, -5.347], [0.801, -0.642, 2.859], [0.847, -3.210, -1.821], [0.184, 0.220, -0.298], [-0.046, -0.074, 0.171], [-0.258, -0.160, -0.308], [0.101, -0.239, -0.377], [0.275, -0.198, 0.056], [-0.029, 0.109, 0.081], [0.023, -1.102, 0.010], [-0.514, -0.105, 1.884], [0.943, 0.213, -0.886], [-0.407, 0.634, -0.620], [-0.137, 2.687, -2.592], [-1.143, -2.860, 4.101], [1.124, -0.063, -1.240], [0.040, 0.157, -0.154], [-0.011, -0.016, 0.181], [-0.176, 0.101, -0.337], [0.405, -0.120, 0.095], [-0.149, 0.321, -0.152], [0.013, 0.156, -0.289], [1.209, -0.780, 0.508], [-1.363, -0.174, -0.160], [-0.320, 0.396, 0.694], [1.061, 1.850, 1.099], [0.450, -1.680, -0.653], [-0.093, 1.032, -0.534], [-0.336, 0.600, -0.888], [0.032, -0.081, -0.079], [-0.262, 0.292, 0.072], [-0.313, 0.202, -0.124], [-0.022, -0.883, -0.325], [-0.177, -0.013, -0.001], [0.135, -0.757, 0.378], [-0.048, -0.440, -0.216], [-0.537, 1.564, 0.764], [-1.053, -0.275, 0.735], [1.047, 2.008, 0.916], [-0.534, -1.339, -0.262], [-0.211, 0.175, -0.230], [0.955, -1.553, -1.127], [-0.367, 0.202, 0.008], [-0.055, -0.106, -0.046], [0.180, 0.250, 0.234], [-0.016, -0.167, -0.383], [0.155, -0.274, 0.160], [0.489, -0.046, -0.543], [-0.793, 0.590, -1.189], [0.015, -1.447, 1.368], [-0.076, -1.260, 0.437], [-0.415, 1.904, 0.341], [1.498, 1.540, 0.009], [-1.769, -2.293, 0.122], [2.186, 0.682, -1.385], [-0.081, 0.837, -0.128], [-0.378, -0.311, 0.240], [-0.199, -0.243, -0.298], [0.111, -0.671, 0.079], [-0.253, 0.543, 0.267], [0.147, 0.112, 0.139], [0.358, 1.139, -0.806], [-2.248, -0.217, 0.300], [-0.137, -0.543, -0.924], [0.378, 0.524, 0.715], [1.851, -2.927, 0.254], [-1.513, 2.170, -0.599], [0.913, -0.625, 0.883], [0.436, -0.408, -0.020], [0.336, -0.096, 0.110], [-0.252, 0.070, -0.223], [-0.384, 0.098, -0.083], [0.254, 0.088, -0.074], [0.003, 0.734, 0.466], [1.150, 0.456, -1.268], [-0.649, 0.077, 1.720], [-0.043, -0.444, 0.061], [1.948, -0.354, 0.598], [-2.214, -0.869, -0.947], [1.582, 1.018, 0.794], [-1.975, 0.392, -1.283], [-0.112, -0.175, -0.383], [-0.350, 0.255, 0.506], [0.211, -0.152, -0.118], [0.591, 0.340, 0.381], [0.101, -0.283, 0.037], [-0.248, -0.266, -0.105], [0.822, 1.601, -0.400], [-0.895, -0.700, 0.671], [0.004, -0.307, 0.440], [-0.120, 0.197, -0.491], [0.582, -0.630, -0.353], [-0.391, -0.163, 0.136]], "lowdin_charge": [-0.0023, -0.3006, -0.1185, 0.1116, -0.6080, 0.1118, 0.1205, 0.0821, 0.0789, 0.0926, 0.1551, 0.1403, 0.1366, -0.0253, -0.3231, -0.0713, 0.0519, -0.4940, 0.0924, 0.0913, 0.0851, 0.0868, 0.0968, 0.1546, 0.1239, 0.1310, -0.0165, -0.2886, -0.0772, 0.0837, -0.5935, 0.1548, 0.0771, 0.0866, 0.0862, 0.0830, 0.1439, 0.1292, 0.1313, -0.0218, -0.3649, -0.0814, 0.0937, -0.5754, 0.1669, 0.0897, 0.0897, 0.0919, 0.0913, 0.1531, 0.1304, 0.1368, -0.0005, -0.3029, -0.1135, 0.0752, -0.5295, 0.1366, 0.0741, 0.0831, 0.0738, 0.0785, 0.1516, 0.1331, 0.1404, -0.0087, -0.3386, -0.0749, 0.0795, -0.5415, 0.1291, 0.0840, 0.0875, 0.0813, 0.0774, 0.1507, 0.1377, 0.1367, -0.0152, -0.3109, -0.0554, 0.0869, -0.5861, 0.1324, 0.0597, 0.0955, 0.0848, 0.0833, 0.1591, 0.1299, 0.1359, -0.1966, -0.1110, 0.0816, 0.0678, 0.0799, 0.0783]}



{"formula": "C17H28O15", "method": "ωB97M-V/def2-TZVPD", "molar_mass_g_mol": 472.396, "smiles": "C=CCOC(=O)OCC(=O)OC(C)=O.COC(=O)OC.COC(=O)OC.COC(=O)OC", "orbital_gap_ev": 10.9, "e_tot_ha": -1793.17244, "relative_energy_kj_mol": 96.1, "fmax_ev_per_a": 0.65, "spin_multiplicity": 1, "species": ["C", "C", "C", "O", "C", "O", "O", "C", "C", "O", "O", "C", "C", "O", "H", "H", "H", "H", "H", "H", "H", "H", "H", "H", "C", "O", "C", "O", "O", "C", "H", "H", "H", "H", "H", "H", "C", "O", "C", "O", "O", "C", "H", "H", "H", "H", "H", "H", "C", "O", "C", "O", "O", "C", "H", "H", "H", "H", "H", "H"], "xyz": [[-2.6631, -3.2464, 1.6709], [-3.2072, -3.1467, 0.4578], [-2.5610, -2.4132, -0.6863], [-2.9101, -1.0077, -0.7754], [-2.8178, -0.3458, 0.4048], [-1.7841, -0.0610, 0.9334], [-3.9987, -0.0167, 0.9597], [-5.1645, -0.1439, 0.1663], [-6.3393, 0.3500, 0.9738], [-6.3224, 1.1883, 1.8039], [-7.5399, -0.2358, 0.5390], [-7.6673, -1.5581, 0.8742], [-8.5382, -2.3470, -0.0518], [-7.0990, -2.0236, 1.8202], [-3.1137, -3.8649, 2.4391], [-1.7446, -2.7084, 1.8941], [-4.1593, -3.6369, 0.2627], [-2.9046, -2.8469, -1.6267], [-1.4754, -2.5286, -0.6418], [-5.1044, 0.4370, -0.7598], [-5.3374, -1.1828, -0.1245], [-7.8956, -3.0329, -0.6103], [-9.2211, -2.9462, 0.5513], [-9.0780, -1.7305, -0.7680], [1.4998, 0.4460, 0.2853], [2.3543, -0.2534, -0.6347], [2.0426, -1.5357, -0.7944], [1.1405, -2.1161, -0.2492], [2.8951, -2.0902, -1.6658], [2.6482, -3.4795, -1.9044], [1.8568, 1.4715, 0.3184], [0.4689, 0.4290, -0.0585], [1.5668, 0.0060, 1.2774], [1.6573, -3.6260, -2.3291], [2.7486, -4.0509, -0.9842], [3.4035, -3.7967, -2.6180], [4.4582, 0.1804, -2.8676], [5.8149, 0.4869, -2.5058], [6.7301, -0.0658, -3.2902], [6.5217, -0.7772, -4.2396], [7.9377, 0.2990, -2.8487], [9.0238, -0.2311, -3.6092], [3.8236, 0.6895, -2.1576], [4.2466, 0.5543, -3.8697], [4.2727, -0.8839, -2.8085], [8.9741, 0.1105, -4.6414], [9.0186, -1.3192, -3.5811], [9.9293, 0.1440, -3.1413], [3.1601, 6.0000, 3.3954], [2.3302, 5.0629, 2.7048], [1.1349, 4.8734, 3.2655], [0.7316, 5.4122, 4.2622], [0.4687, 3.9853, 2.5309], [-0.8427, 3.6752, 3.0172], [4.0871, 6.0510, 2.8322], [2.6904, 6.9812, 3.4227], [3.3625, 5.6592, 4.4089], [-1.4666, 4.5665, 3.0296], [-0.7886, 3.2454, 4.0151], [-1.2546, 2.9450, 2.3266]], "atomic_forces_ev_per_a": [[0.017, 0.125, -0.559], [-0.084, -0.064, 0.381], [0.316, -0.526, -0.083], [-0.613, 0.062, 0.193], [0.509, -0.026, 0.158], [-0.305, -0.075, 0.021], [0.117, 0.349, -0.401], [-0.091, -0.550, -0.099], [-0.051, 0.215, 0.343], [-0.051, 0.015, -0.077], [0.175, -0.098, -0.311], [-0.024, -0.237, 0.177], [-0.204, 0.055, -0.125], [0.159, 0.107, -0.126], [-0.031, 0.251, 0.025], [0.001, -0.255, 0.054], [0.095, 0.008, -0.027], [0.043, 0.207, 0.014], [-0.011, 0.289, 0.109], [0.013, 0.081, 0.130], [0.091, 0.054, 0.089], [-0.014, 0.032, 0.096], [0.025, 0.036, -0.121], [-0.010, 0.029, 0.155], [-0.104, 0.266, 0.090], [-0.032, -0.179, 0.014], [0.007, 0.002, 0.003], [-0.100, -0.057, 0.021], [-0.271, -0.054, 0.253], [0.134, -0.128, -0.141], [0.114, -0.044, -0.075], [-0.012, -0.120, 0.057], [-0.053, -0.077, -0.025], [-0.032, 0.004, 0.067], [-0.071, 0.020, 0.023], [0.022, 0.066, 0.001], [0.045, 0.248, -0.316], [-0.056, 0.036, 0.027], [0.034, -0.003, 0.030], [-0.009, -0.013, -0.015], [-0.015, 0.012, 0.013], [0.142, 0.001, -0.005], [0.112, 0.073, 0.155], [0.077, -0.101, -0.036], [0.132, 0.042, -0.110], [-0.043, -0.048, -0.017], [-0.044, -0.004, -0.050], [-0.044, 0.034, 0.047], [0.129, 0.061, -0.005], [0.009, -0.008, -0.016], [-0.002, -0.044, -0.049], [-0.007, 0.022, 0.029], [0.014, -0.025, -0.034], [-0.134, -0.109, -0.051], [-0.029, -0.049, -0.046], [-0.038, -0.016, 0.052], [-0.058, 0.023, 0.023], [0.034, 0.026, 0.063], [0.009, 0.065, 0.032], [0.068, -0.008, -0.027]], "lowdin_charge": [0.0564, -0.1494, -0.1437, -0.0030, -0.5756, 0.1620, 0.0836, -0.0587, -0.3897, 0.2199, 0.0917, -0.5159, 0.0299, 0.1441, 0.0673, 0.0766, 0.0995, 0.1245, 0.1141, 0.1605, 0.1312, 0.0967, 0.0965, 0.0881, -0.0137, -0.0119, -0.6056, 0.1210, -0.0292, -0.0286, 0.0975, 0.0795, 0.1029, 0.0968, 0.0985, 0.0968, -0.0214, 0.0183, -0.6258, 0.1190, 0.0002, -0.0456, 0.0805, 0.1035, 0.0781, 0.0961, 0.0958, 0.0917, -0.0407, 0.0006, -0.6276, 0.1247, -0.0008, -0.0289, 0.0926, 0.0969, 0.0970, 0.0977, 0.0990, 0.0887]}



{"formula": "C13H25O8PS", "method": "ωB97M-V/def2-TZVPD", "molar_mass_g_mol": 372.376, "smiles": "CC[C@]1(CCO)COS(=O)(=O)C[C@H]1P(C)O.C[C@@H]1COC(=O)O1", "orbital_gap_ev": 8.4, "e_tot_ha": -1851.58812, "fmax_ev_per_a": 8.48, "spin_multiplicity": 1, "species": ["C", "C", "C", "C", "C", "O", "C", "O", "S", "O", "O", "C", "C", "P", "C", "O", "H", "H", "H", "H", "H", "H", "H", "H", "H", "H", "H", "H", "H", "H", "H", "H", "H", "H", "H", "C", "C", "C", "O", "C", "O", "O", "H", "H", "H", "H", "H", "H"], "xyz": [[-0.1584, -3.5005, -3.4303], [0.7079, -2.3181, -2.6520], [-0.1634, -0.9675, -2.3144], [-1.0011, -1.2737, -0.9319], [-0.1858, -0.9576, 0.4536], [-0.8530, 0.1821, 1.1103], [-1.2701, -0.5577, -3.4579], [-0.8031, -0.6820, -4.8471], [0.5715, 0.2774, -5.1583], [0.2663, 1.6116, -5.8989], [1.4688, -0.5574, -6.1505], [1.6393, 0.6425, -3.6634], [0.9010, 0.2794, -2.2087], [0.1534, 1.9128, -1.5421], [1.4347, 2.5909, -0.2404], [0.1075, 3.1670, -2.7643], [-1.1811, -3.6143, -2.8721], [-0.3008, -3.2317, -4.5745], [0.4948, -4.4992, -3.4245], [0.9967, -2.7953, -1.5963], [1.7454, -2.1033, -3.1814], [-2.0419, -0.7270, -0.9239], [-1.2439, -2.4417, -0.9508], [0.9738, -0.8524, 0.3405], [-0.3579, -1.8934, 1.1747], [-0.2591, 0.6396, 1.7749], [-2.1982, -1.2883, -3.3216], [-1.7168, 0.5368, -3.2944], [2.5731, -0.0951, -3.7222], [2.0832, 1.7267, -3.6851], [1.8074, 0.0089, -1.4802], [2.3870, 1.9168, -0.1462], [1.7484, 3.7103, -0.5052], [0.8440, 2.6742, 0.7857], [-0.5470, 2.9580, -3.4936], [-1.0018, 0.9055, 7.5412], [-0.4389, 1.1306, 6.1529], [-1.4358, 0.9127, 5.0546], [-0.6091, 0.5479, 3.9623], [0.5046, -0.0307, 4.5027], [1.3386, -0.6472, 3.8610], [0.5540, 0.1635, 5.8534], [-1.7007, 1.7011, 7.8160], [-1.5253, -0.0550, 7.6046], [-0.1954, 0.8703, 8.2806], [0.0267, 2.1218, 6.0887], [-2.0103, 1.8139, 4.8237], [-2.1289, 0.0866, 5.2506]], "atomic_forces_ev_per_a": [[1.084, 0.400, -0.365], [0.049, -0.990, 0.494], [0.233, 0.465, -0.281], [0.087, -0.449, -0.095], [-0.883, -1.289, 0.895], [1.789, -0.159, -0.215], [-1.377, -0.198, 1.595], [2.074, 1.711, 1.353], [3.199, 1.073, -7.784], [-0.250, -4.069, 3.800], [-3.444, 2.035, 4.432], [1.190, -1.554, 2.080], [1.858, 0.336, -0.452], [-1.436, 0.862, 0.626], [0.357, 1.011, 0.052], [0.345, -1.796, 0.008], [1.955, -0.075, -1.235], [0.070, -0.423, 2.522], [-1.676, 2.133, 0.241], [-0.542, 1.191, -2.159], [-2.374, -0.363, 0.826], [2.190, -0.822, 0.145], [0.534, 2.542, -0.004], [-2.208, 0.067, 0.021], [0.529, 1.875, -1.578], [-0.853, -1.253, -1.155], [2.071, 1.451, -0.694], [1.164, -2.248, -0.130], [-2.284, 1.488, -0.499], [-1.502, -1.960, -0.370], [-1.971, 0.371, -1.577], [-1.790, 1.328, -0.054], [-0.592, -2.507, 0.386], [1.314, -0.436, -2.211], [1.039, 0.169, 1.291], [0.153, -0.238, 0.245], [-0.609, 0.367, 1.255], [-0.831, 0.528, -0.103], [0.966, -0.370, 0.182], [1.748, -1.375, -1.076], [-1.837, 1.428, 1.268], [0.220, -0.361, -1.262], [0.129, -0.067, -0.079], [0.049, 0.150, -0.128], [-0.115, 0.168, -0.126], [-0.088, -0.062, -0.091], [0.151, -0.177, -0.148], [0.114, 0.094, 0.153]], "lowdin_charge": [-0.1120, -0.1794, -0.4031, -0.1230, -0.2264, -0.1658, -0.1773, -0.2771, 0.8235, -0.3688, -0.3862, -0.2106, -0.4250, 0.9204, -0.2807, -0.3821, 0.0748, 0.0883, 0.0933, 0.1274, 0.1192, 0.1332, 0.1232, 0.1220, 0.1331, 0.0719, 0.1538, 0.1389, 0.1220, 0.1255, 0.1191, 0.0471, 0.0634, 0.0438, 0.0525, -0.0199, -0.3502, -0.1025, 0.0347, -0.5001, 0.1359, 0.0927, 0.0924, 0.0914, 0.0905, 0.1628, 0.1476, 0.1458]}